Computed, not measured: C5H11NO in the gas phase, with ωB97M-V/def2-TZVPD.

Calculated values
* DFT total energy: -327.1047 Ha
* F_max: 0.637 eV Å⁻¹
* 2S+1: 1
* energy relative to the best compared isomer or geometry (same formula, charge and spin): 16.7 kcal per mole
* HOMO energy: -9.244 eV

Each line ends with the natural charge from an NBO analysis.
Positions of all 18 atoms, in Å:
C  -0.9492  -1.4890  -0.4203  -0.619
C  -0.5605  -0.0237  -0.6050  -0.044
C  -1.4322  0.8780  0.2827  -0.623
N  0.8372  0.2479  -0.2482  -0.449
C  1.5993  -0.6655  0.5860  -0.409
C  1.2296  1.5545  -0.3144  0.541
O  0.7652  2.4273  -1.0242  -0.609
H  -0.7831  -1.7986  0.6180  0.205
H  -2.0246  -1.5722  -0.6072  0.223
H  -0.4220  -2.1810  -1.0924  0.216
H  -0.7083  0.2607  -1.6528  0.215
H  -1.1380  1.9317  0.2221  0.238
H  -2.4732  0.8239  -0.0314  0.210
H  -1.3620  0.5394  1.3238  0.196
H  1.1563  -0.8134  1.5809  0.187
H  1.7008  -1.6414  0.1010  0.208
H  2.6142  -0.2762  0.7117  0.215
H  2.0493  1.7427  0.3953  0.100

=====

Computed, not measured: 12 unconnected molecules or ions with the total composition C50H70N12O5 at a distorted geometry, with ωB97M-V/def2-TZVPD.

Calculated values
* DFT total energy: -2980.5219 Ha
* F_max: 3.820 eV Å⁻¹
* 2S+1: 1
* energy relative to the best compared isomer or geometry (same formula, charge and spin): 0.0 kcal per mole
* HOMO energy: -9.168 eV

Each line ends with the Mulliken charge.
Positions of all 137 atoms, in Å:
C  1.1784  3.7192  0.2882  -0.800
C  0.0632  4.4490  -0.4701  0.897
O  -0.7661  3.8510  -1.1611  -0.955
N  0.0941  5.7865  -0.2950  -0.066
C  -0.9802  6.6321  -0.7490  -0.816
H  2.0647  4.3258  0.3817  0.754
H  1.3807  2.7170  -0.1444  -0.368
H  0.9166  3.5158  1.3025  0.281
H  0.9141  6.2399  0.0837  0.247
H  -1.1767  6.3099  -1.7666  0.260
H  -0.6775  7.6501  -0.7646  0.402
H  -1.8387  6.4056  -0.1394  0.203
C  -1.5945  -7.3235  0.5673  -1.064
C  -1.4877  -6.1566  1.4668  0.751
O  -2.4817  -5.6424  1.9026  -0.634
N  -0.2459  -5.7116  1.8219  -0.177
C  -0.1970  -4.5418  2.7293  -0.301
H  -1.9258  -8.2344  1.0503  0.317
H  -0.6895  -7.4939  -0.0224  0.346
H  -2.3986  -7.0078  -0.1609  0.223
H  0.5715  -6.1670  1.4757  0.219
H  -0.3574  -4.9293  3.6970  0.460
H  -0.9858  -3.8932  2.3667  -0.356
H  0.7806  -4.0206  2.5421  0.191
C  1.1726  3.9609  -5.5942  -1.113
C  0.8086  4.5878  -4.3070  0.917
O  1.4922  5.3663  -3.6090  -0.720
N  -0.4731  4.3626  -3.9754  -0.042
C  -1.1551  3.1193  -4.4560  -1.033
H  0.3452  3.9242  -6.2937  0.383
H  1.4592  2.9361  -5.3866  0.147
H  1.9995  4.5351  -6.0507  0.348
H  -0.7787  4.6204  -3.0411  0.094
H  -1.7797  2.8575  -3.6450  0.436
H  -0.4111  2.2866  -4.5418  0.196
H  -1.7361  3.2721  -5.3864  0.297
C  -5.0480  -3.0882  -1.9732  -1.028
C  -3.6429  -3.7864  -1.9973  0.731
O  -3.4455  -4.9227  -2.3901  -0.676
N  -2.6640  -3.0157  -1.5291  0.168
C  -1.2885  -3.4163  -1.4271  0.037
H  -5.0381  -2.3219  -1.1552  0.214
H  -5.7802  -3.9382  -1.9018  0.321
H  -5.2499  -2.5454  -2.9025  0.288
H  -2.8894  -2.2875  -0.8627  0.074
H  -1.1165  -3.3852  -0.3652  0.056
H  -0.6440  -2.7694  -1.9883  -0.899
H  -1.2112  -4.4306  -1.8031  0.669
C  -0.6931  -0.2300  -1.9042  0.748
C  -1.0508  -0.1227  -0.4079  0.046
O  -0.9411  -1.0794  0.3342  -0.090
N  -1.4668  1.1209  0.0150  0.137
C  -1.7352  1.4269  1.4102  -0.046
H  0.0835  -0.9507  -2.0809  -0.811
H  -0.4052  0.7644  -2.2879  -0.306
H  -1.6013  -0.5779  -2.4102  0.493
H  -1.4202  1.9209  -0.5962  -0.076
H  -0.8091  1.5417  1.9468  -0.079
H  -2.2208  0.4661  1.7922  -0.363
H  -2.4123  2.2472  1.5045  0.423
N  2.9001  0.9982  -1.8761  0.412
C  4.2051  0.6258  -1.7894  -0.599
C  5.2007  1.4894  -2.0977  -0.636
C  4.9462  2.7672  -2.5621  -0.691
C  3.5912  3.1129  -2.7145  -0.675
C  2.5854  2.1988  -2.3651  0.035
H  4.4344  -0.3561  -1.4000  0.466
H  6.2387  1.2159  -2.0021  0.423
H  5.7604  3.4747  -2.6001  0.407
H  3.2095  4.1105  -2.9977  0.452
H  1.5038  2.5165  -2.3971  0.519
N  1.5868  0.1835  -5.7094  -0.313
C  1.2483  -0.6108  -4.6900  0.195
C  0.5295  -1.7798  -4.8991  0.079
C  0.2596  -2.1967  -6.1721  -0.864
C  0.6048  -1.3547  -7.1927  -0.161
C  1.2505  -0.1642  -6.9295  -0.528
H  1.6695  -0.2831  -3.6941  0.083
H  0.3112  -2.3760  -3.9965  0.391
H  -0.2140  -3.1359  -6.4177  0.438
H  0.3616  -1.6571  -8.2252  0.345
H  1.4131  0.5245  -7.7690  0.314
N  -0.8253  5.4298  3.3816  -0.457
C  -0.1274  5.1877  4.4819  -0.222
C  -0.6714  4.4542  5.5622  -0.437
C  -1.8751  3.7819  5.3980  -0.093
C  -2.6389  4.0697  4.2343  -0.639
C  -2.0126  4.8393  3.2740  -0.139
H  0.8758  5.6120  4.4564  0.365
H  -0.0655  4.3065  6.4576  0.347
H  -2.2183  3.1744  6.2240  0.429
H  -3.6251  3.6729  4.0542  0.408
H  -2.5168  4.9642  2.3363  0.444
N  1.4368  1.4527  5.6930  -0.549
C  0.8384  0.9902  4.5999  -0.742
C  -0.2890  0.2420  4.6150  0.835
C  -0.8060  -0.1151  5.8393  -0.516
C  -0.1732  0.3411  7.0201  -0.483
C  0.9487  1.0721  6.8707  -0.510
H  1.1790  1.2798  3.6074  0.624
H  -0.7535  -0.0665  3.7097  0.127
H  -1.6589  -0.8027  5.8808  0.362
H  -0.4530  0.0494  8.0000  0.493
H  1.4892  1.4184  7.7519  0.367
N  2.0399  -3.2129  -2.3155  0.140
C  2.1271  -3.6584  -1.1098  0.065
C  3.3008  -4.1702  -0.5957  -0.771
C  4.3890  -4.2664  -1.3421  -0.286
C  4.3834  -3.7830  -2.6338  -0.774
C  3.1452  -3.2685  -3.0593  -0.150
H  1.2261  -3.6407  -0.5021  0.327
H  3.3500  -4.4712  0.4563  0.332
H  5.3302  -4.5892  -0.8514  0.328
H  5.2687  -3.7415  -3.3130  0.376
H  2.9520  -2.9160  -4.0698  0.363
N  -3.5655  -0.9230  3.5522  -0.110
C  -3.2654  -1.9631  2.8140  0.308
C  -4.1956  -2.7165  2.1184  -0.527
C  -5.5054  -2.4652  2.4394  -0.656
C  -5.8852  -1.4603  3.3287  -0.608
C  -4.8363  -0.6974  3.8438  -0.439
H  -2.1923  -2.1595  2.6719  0.266
H  -3.8960  -3.5605  1.4851  0.535
H  -6.2477  -3.0847  2.0393  0.481
H  -6.9265  -1.3266  3.6105  0.413
H  -5.0275  0.2323  4.3946  0.333
N  2.5169  -1.7434  3.2101  -0.376
C  3.6765  -1.3033  3.5634  -0.536
C  4.4037  -0.2481  3.0183  -0.351
C  3.8339  0.4124  1.9550  -0.483
C  2.5933  -0.0566  1.4927  -0.328
C  1.9622  -1.1113  2.1721  -0.237
H  4.1619  -1.8048  4.4126  0.356
H  5.3850  0.0432  3.4708  0.350
H  4.3441  1.2453  1.6001  0.587
H  2.0555  0.3084  0.6474  0.412
H  1.0303  -1.4855  1.8100  0.602

=====

Computed, not measured: a molecular structure, C5H11NO2 at a distorted geometry, with ωB97M-V/def2-TZVPD.

Calculated values
* DFT total energy: -402.2217 Ha
* F_max: 5.431 eV Å⁻¹
* 2S+1: 1
* energy relative to the best compared isomer or geometry (same formula, charge and spin): 98.2 kcal per mole
* HOMO energy: -9.887 eV

Each line ends with the natural charge from an NBO analysis.
Positions of all 19 atoms, in Å:
C  1.9567  0.2251  0.3383  -0.173
O  2.9582  -0.9010  -0.5068  -0.721
C  0.5272  -0.2288  0.0494  -0.090
C  -0.4834  0.8582  0.4475  -0.400
C  -1.9004  0.4825  0.0151  -0.514
C  -2.3541  -0.8467  0.5612  0.457
O  -1.9940  -1.2712  1.6218  -0.530
N  0.3041  -0.6188  -1.3539  -0.828
H  2.3333  -0.0017  1.3206  0.226
H  2.0916  1.2975  0.1861  0.204
H  2.8824  0.0266  -0.5962  0.424
H  0.3348  -1.1068  0.6678  0.216
H  -0.4570  0.9594  1.5359  0.224
H  -0.1926  1.8180  0.0122  0.199
H  -2.6056  1.2543  0.3470  0.237
H  -1.9445  0.4345  -1.0646  0.230
H  -3.0600  -1.4111  -0.0744  0.112
H  1.1385  -1.1683  -1.5435  0.390
H  0.4648  0.1982  -1.9637  0.336

=====

Computed, not measured: 5 unconnected molecules or ions with the total composition C15H29O22PS4 at a distorted geometry, with ωB97M-V/def2-TZVPD.

Calculated values
* DFT total energy: -4178.1325 Ha
* F_max: 9.612 eV Å⁻¹
* 2S+1: 1
* HOMO energy: -9.946 eV

Each line ends with the Mulliken charge.
Positions of all 71 atoms, in Å:
C  -1.7850  4.9927  1.4205  -0.946
C  -1.0917  3.6155  1.9751  0.335
O  0.2231  3.7872  2.6126  -0.419
C  1.2494  3.0028  1.9046  -0.543
C  1.4661  1.4772  2.4629  0.429
O  2.4845  1.4625  3.5244  -0.370
C  2.0661  0.7107  4.7295  0.528
O  2.8416  0.4458  5.8068  -0.574
C  0.5108  0.2745  4.4067  -0.671
C  0.1765  0.5209  2.7923  0.374
P  -0.0347  -1.1429  1.8785  0.610
O  1.2637  -1.4540  0.9947  -0.578
O  -0.2588  -2.5219  2.9259  -0.560
O  -1.4623  -0.9648  0.8516  -0.348
H  -1.2004  5.5293  0.5534  0.323
H  -2.0395  5.7862  2.2687  0.115
H  -2.8307  4.6683  0.9442  0.204
H  -1.0588  2.8373  1.0732  0.176
H  -1.8201  3.1630  2.8037  0.046
H  1.0995  3.0013  0.7204  0.296
H  2.2868  3.5698  2.0718  0.320
H  2.0535  0.9698  1.5592  -0.001
H  -0.3204  0.8558  4.9988  0.303
H  0.4478  -0.8358  4.7894  0.266
H  -0.9017  0.9722  2.8456  0.081
H  0.6267  -3.0004  2.9313  0.350
H  -1.1637  -1.3480  -0.0261  0.304
C  -5.0388  7.5308  3.8076  -0.314
C  -5.5307  6.7664  5.0337  -0.360
O  -5.9361  5.4915  4.5408  -0.322
S  -4.9950  5.0909  3.2702  1.122
O  -3.9410  4.2224  3.7455  -0.477
O  -5.8505  4.7538  2.1563  -0.569
O  -4.3567  6.5677  3.0062  -0.301
H  -5.8784  7.9248  3.2258  0.273
H  -4.3659  8.3502  4.0745  0.313
H  -6.3627  7.2695  5.5322  0.318
H  -4.7188  6.6083  5.7515  0.279
C  3.1794  -2.5832  -1.3388  0.056
C  4.5551  -2.0135  -1.0033  -0.339
O  5.3896  -2.3839  -2.0983  -0.348
S  4.4916  -2.4232  -3.4593  1.043
O  4.6707  -1.1679  -4.1545  -0.559
O  4.6785  -3.7077  -4.0931  -0.445
O  3.0258  -2.4047  -2.7459  -0.304
H  3.1340  -3.6559  -1.1246  0.238
H  2.3778  -2.0711  -0.7998  0.062
H  4.9519  -2.4085  -0.0651  0.314
H  4.5275  -0.9198  -0.9546  0.323
C  -4.0645  0.5819  -3.1050  -0.361
C  -3.7594  -0.8748  -2.7662  -0.381
O  -3.0906  -0.8331  -1.5078  -0.317
S  -3.6663  0.4245  -0.6432  1.179
O  -4.6753  -0.0758  0.2639  -0.616
O  -2.5489  1.2310  -0.2102  -0.451
O  -4.4195  1.1949  -1.8667  -0.322
H  -3.1766  1.0902  -3.4945  0.270
H  -4.8818  0.6759  -3.8251  0.317
H  -3.1320  -1.3553  -3.5207  0.320
H  -4.6818  -1.4514  -2.6394  0.302
C  4.8008  -6.6870  -6.0975  -0.221
C  4.3089  -7.4514  -4.8714  -0.288
O  3.9035  -8.7263  -5.3643  -0.324
S  4.8446  -9.1269  -6.6349  1.083
O  5.8986  -9.9954  -6.1596  -0.530
O  3.9891  -9.4641  -7.7488  -0.530
O  5.4829  -7.6501  -6.8989  -0.328
H  3.9612  -6.2930  -6.6793  0.298
H  5.4737  -5.8677  -5.8306  0.251
H  3.4769  -6.9483  -4.3730  0.283
H  5.1208  -7.6095  -4.1537  0.312

=====

Computed, not measured: a molecular structure, C15H22ClN5V at a distorted geometry, with ωB97M-V/def2-TZVPD.

Calculated values
* DFT total energy: -2262.0110 Ha
* ⟨S²⟩: 0.883
* F_max: 4.501 eV Å⁻¹
* 2S+1: 2
* energy relative to the best compared isomer or geometry (same formula, charge and spin): 13.5 kcal per mole
* HOMO energy (spin up / spin down): -14.131 / -14.484 eV
* charge: +2

Each line ends with the natural charge from an NBO analysis.
Positions of all 44 atoms, in Å:
C  2.6641  -3.0271  -1.9116  0.596
C  1.6131  -3.9811  -1.6984  -0.754
C  2.6918  -2.2526  -3.1138  -0.754
C  3.7017  -2.8602  -0.9326  -0.752
Cl  0.7252  -0.9765  -0.1770  -0.306
H  3.3159  -2.9334  -3.7278  0.326
H  3.1822  -1.2593  -3.0693  0.280
H  1.7278  -2.0837  -3.6347  0.276
H  2.1115  -4.8764  -2.1159  0.321
H  0.6701  -3.8019  -2.2553  0.273
H  1.3050  -4.1906  -0.6557  0.291
H  4.3964  -3.6345  -1.3033  0.320
H  3.4485  -3.0630  0.1240  0.288
H  4.2116  -1.8770  -0.9342  0.276
C  -2.8675  1.2964  -0.7342  -0.128
C  -1.7843  1.6175  -1.6164  -0.277
C  -1.1175  0.3960  -1.9663  -0.337
H  -1.6059  2.5764  -2.0983  0.266
C  -1.7410  -0.6655  -1.1872  -0.195
C  -2.7746  -0.0869  -0.4062  -0.271
H  -3.4661  -0.6521  0.2255  0.271
H  -3.6971  1.9506  -0.5130  0.264
H  -0.3871  0.2728  -2.7649  0.265
H  -1.5007  -1.7238  -1.2222  0.262
C  0.9866  1.9676  1.8424  -0.265
C  0.3327  3.0371  1.1574  -0.118
C  0.5289  2.8612  -0.2467  -0.290
H  -0.0658  3.9249  1.6113  0.258
C  1.4655  1.7946  -0.4231  -0.330
C  1.7189  1.2435  0.8882  -0.190
H  2.3511  0.3712  1.1436  0.268
H  1.0215  1.7948  2.9269  0.273
H  0.2083  3.5453  -1.0504  0.269
H  1.9329  1.5191  -1.3639  0.265
V  -0.4309  0.7693  0.0816  0.863
N  -2.9712  0.6438  4.9252  -0.599
N  -2.9977  1.0817  3.6413  0.151
N  -3.2844  2.3994  3.3699  -0.195
C  -2.5640  2.5964  2.2800  0.136
N  -1.8140  1.5429  1.8857  -0.312
N  -1.9938  0.6114  2.8079  -0.037
H  -2.8463  -0.3799  4.9185  0.400
H  -3.7830  0.9372  5.4886  0.417
H  -2.6186  3.5744  1.8045  0.237

=====

Computed, not measured: C2H5N3O in the gas phase at a distorted geometry, with ωB97M-V/def2-TZVPD.

Calculated values
* DFT total energy: -318.4929 Ha
* F_max: 9.920 eV Å⁻¹
* 2S+1: 1
* energy relative to the best compared isomer or geometry (same formula, charge and spin): 161.6 kcal per mole
* HOMO energy: -8.497 eV

Each line ends with the natural charge from an NBO analysis.
Positions of all 11 atoms, in Å:
C  -0.7750  1.2074  0.1390  0.325
C  2.1319  -0.3186  -0.0633  -0.098
H  -0.9007  -1.4935  0.3453  0.348
H  -2.3600  -1.2969  0.6023  0.328
H  -1.3883  2.3011  -0.2743  0.186
H  2.5110  -1.3513  -0.0603  0.221
H  2.6778  0.5909  -0.5736  0.205
N  -1.5903  -0.9780  -0.2050  -0.632
N  -1.7413  0.3580  -0.0882  -0.347
N  0.9582  -0.2331  0.1680  -0.138
O  0.4767  1.2138  0.0101  -0.397